(1)
# C7H7Br2F

A single C7H7Br2F molecule (ωB97M-V/def2-TZVPD, the Open Molecules 2025 dataset).

```
17
Properties=species:S:1:pos:R:3:forces:R:3:lowdin_charge:R:1
C 0.557 0.123 -1.672 -2.19 0.91 -0.94 -0.077
C -0.684 0.986 -1.563 -0.07 -2.45 1.51 -0.120
C 1.010 -0.661 -0.734 0.32 0.33 1.20 -0.140
C -1.511 0.783 -0.513 3.28 -2.60 1.69 -0.722
C 0.478 -0.788 0.610 -1.19 0.92 2.20 -0.416
C -1.005 -0.606 0.652 -2.14 2.60 -3.09 -0.777
C 1.131 0.330 1.461 -1.64 0.62 -1.22 -0.013
F -1.651 -0.461 1.838 1.03 0.20 -0.33 -0.050
Br -2.962 1.641 0.137 -1.01 0.66 -0.08 0.825
Br -1.851 -2.061 -0.269 -0.39 -0.78 -0.10 0.814
H 0.964 0.038 -2.644 0.83 0.56 -0.78 0.095
H -0.934 1.523 -2.439 -0.29 0.98 -0.41 0.088
H 1.992 -0.991 -0.587 1.60 -1.02 -1.54 0.111
H 0.665 -1.809 0.934 0.27 -0.06 0.52 0.135
H 0.822 1.275 0.948 -0.03 -0.49 0.69 0.107
H 2.173 0.349 1.356 1.64 -0.40 0.18 0.062
H 0.807 0.329 2.484 -0.03 0.01 0.51 0.079
```
Forces are in eV/Å.

Results
LUMO (eV): 0.4
ΔE to the lowest compared entry with this formula, charge and spin (kJ/mol): 0.0
SMILES string: C[C@@H]1C=CC=C(Br)[C@@]1(F)Br
Molecular weight (g mol⁻¹): 269.9
Net charge: 0
Maximum force (eV Å⁻¹): 4.57

***

(2)
# C16H41N4NaO8

A molecular structure, C16H41N4NaO8 (ωB97M-V/def2-TZVPD, the Open Molecules 2025 dataset).

```
70
Properties=species:S:1:pos:R:3:forces:R:3:lowdin_charge:R:1
Na 0.214 -0.029 -0.603 0.25 -0.27 -0.31 0.296
N 1.837 -1.746 -3.323 -1.46 0.54 -0.54 -0.580
O 1.771 -2.912 -3.689 0.46 -0.30 0.21 0.001
O 2.236 -0.844 -4.088 0.45 -0.04 0.30 -0.044
O 1.341 -1.409 -2.202 0.33 -0.21 0.48 -0.105
C -2.542 0.935 4.196 0.31 0.28 -0.04 -0.092
O -1.322 1.470 3.710 -0.18 -0.15 -0.14 -0.202
C -1.426 1.869 2.358 -0.26 0.01 -0.02 -0.244
C -0.093 2.333 1.841 0.28 0.38 0.12 -0.180
N 0.859 1.256 1.496 -0.45 0.32 0.01 -0.044
C 0.993 0.217 2.528 0.26 0.48 0.39 -0.182
C 2.056 -0.778 2.141 0.01 -0.28 0.28 -0.217
O 1.584 -1.609 1.104 -0.07 0.52 -0.06 -0.215
C 2.514 -2.602 0.736 0.19 -0.23 -0.42 -0.095
H -3.322 1.706 4.189 -0.07 -0.10 0.00 0.090
H -2.355 0.615 5.217 -0.08 -0.04 0.05 0.090
H -2.863 0.079 3.594 -0.05 -0.02 -0.01 0.087
H -2.136 2.707 2.283 0.00 -0.10 -0.03 0.129
H -1.803 1.052 1.719 0.01 0.00 0.17 0.117
H 0.334 3.039 2.573 -0.07 -0.26 0.06 0.132
H -0.292 2.945 0.954 0.13 -0.22 -0.12 0.105
H 1.757 1.730 1.454 0.11 -0.24 -0.32 0.112
H 0.039 -0.274 2.705 0.00 -0.13 -0.22 0.121
H 1.269 0.676 3.490 0.02 -0.15 -0.02 0.131
H 2.318 -1.387 3.020 -0.04 0.03 -0.06 0.132
H 2.974 -0.253 1.834 -0.03 -0.04 -0.07 0.128
H 2.541 -3.414 1.471 0.05 0.09 0.07 0.096
H 3.518 -2.181 0.611 -0.01 0.01 0.10 0.097
H 2.210 -2.997 -0.233 -0.04 0.03 0.06 0.082
C -2.427 2.143 -1.179 -0.06 0.13 0.02 -0.095
O -1.924 0.838 -1.061 0.01 -0.49 0.24 -0.238
C -2.937 -0.154 -0.960 -0.14 0.23 -0.17 -0.201
C -2.343 -1.533 -1.109 -0.15 -0.23 0.52 -0.186
N -1.475 -1.897 0.021 0.15 0.29 -0.45 -0.036
C -0.753 -3.148 -0.233 0.04 -0.16 -0.04 -0.192
C -1.642 -4.362 -0.332 -0.34 0.13 0.18 -0.217
O -2.344 -4.465 0.896 0.03 -0.10 0.10 -0.194
C -3.019 -5.690 1.016 -0.26 -0.22 0.11 -0.121
H -1.571 2.800 -1.320 -0.02 0.04 0.00 0.085
H -2.979 2.438 -0.276 0.02 0.02 -0.05 0.090
H -3.092 2.233 -2.044 0.02 -0.01 0.02 0.096
H -3.671 0.016 -1.760 0.03 -0.08 0.05 0.129
H -3.478 -0.073 -0.002 0.13 0.09 -0.03 0.130
H -1.744 -1.594 -2.020 -0.07 0.01 -0.07 0.139
H -3.190 -2.227 -1.183 0.00 0.01 -0.28 0.122
H -2.039 -2.037 0.853 -0.02 0.08 -0.02 0.115
H -0.072 -3.309 0.600 0.11 0.07 -0.03 0.108
H -0.175 -3.061 -1.156 0.11 0.17 0.09 0.113
H -1.044 -5.264 -0.499 0.04 0.01 -0.11 0.130
H -2.377 -4.254 -1.142 0.14 -0.20 -0.11 0.119
H -3.561 -5.688 1.961 0.01 0.07 -0.02 0.086
H -2.326 -6.542 1.028 0.02 0.10 -0.09 0.089
H -3.741 -5.837 0.201 0.08 0.02 0.03 0.090
C 3.034 1.351 -1.258 -0.01 0.19 -0.40 -0.037
C 1.949 2.278 -1.808 -0.49 -0.93 0.47 -0.416
C 2.601 3.402 -2.585 0.02 -0.11 -0.64 -0.213
O 3.295 4.313 -1.769 0.10 -0.06 0.06 -0.174
C 2.458 5.244 -1.131 0.22 0.34 -0.09 -0.107
N 0.952 1.507 -2.609 0.91 0.74 -0.13 0.069
H 3.771 1.966 -0.740 0.03 -0.15 0.13 0.087
H 3.522 0.844 -2.094 0.03 -0.01 0.05 0.092
H 2.647 0.573 -0.603 0.00 0.02 0.11 0.050
H 1.400 2.678 -0.943 0.10 0.26 -0.12 0.102
H 1.865 3.905 -3.237 -0.02 0.16 0.27 0.125
H 3.336 2.961 -3.268 0.03 0.05 0.08 0.139
H 3.090 5.825 -0.459 -0.08 -0.05 0.05 0.091
H 1.660 4.769 -0.554 -0.06 0.02 0.01 0.073
H 2.027 5.937 -1.865 -0.15 -0.07 0.05 0.091
H 1.459 0.773 -3.121 -0.19 -0.08 0.14 0.040
H 0.645 2.149 -3.341 -0.37 -0.24 0.13 0.078
```
Forces are in eV/Å.

Results
LUMO (eV): 0.1
Molecular weight (g mol⁻¹): 440.5
Net charge: 0
Maximum force (eV Å⁻¹): 1.64